ORCA calculation (ωB97M-V with the def2-TZVPD basis set) on a 3-piece molecular cluster, C30H58BF14N2O10P2S overall in a non-equilibrium geometry.

Calculated values
largest force on an atom: 0.18729 hartree/bohr
spin multiplicity: 1
E_LUMO: -4.758 eV
total charge: +1
highest occupied orbital energy: -10.6 eV

```
118
Properties=species:S:1:pos:R:3:forces:R:3
C 4.713 -3.258 6.350 0.2 -1.0 0.2
C 5.982 -3.245 5.265 -0.4 -2.4 2.3
O 6.618 -1.962 5.077 -1.2 -1.5 -1.9
C 6.195 -1.167 3.951 1.7 0.8 1.1
C 5.147 -0.071 4.688 -1.4 0.5 0.4
N 4.138 0.533 3.740 0.3 1.3 1.1
C 5.696 -1.694 2.524 -0.2 3.0 -3.2
C 4.914 -2.904 1.811 0.8 -0.7 -0.4
C 3.543 -3.443 2.509 -0.2 0.5 0.5
C 2.157 -2.712 1.946 2.1 1.5 -1.0
F 2.097 -1.410 2.676 -0.5 -3.8 -2.1
F 2.268 -2.330 0.487 -0.2 -1.1 4.5
C 0.821 -3.641 2.068 -1.3 -2.1 -2.2
F 1.039 -4.939 2.809 -0.5 4.6 -2.1
F 0.470 -4.080 0.665 1.2 1.4 4.6
C -0.541 -2.841 2.603 -1.9 -1.2 -2.8
F -1.683 -3.718 2.136 3.6 3.0 1.7
F -0.698 -1.572 1.876 0.8 -4.0 2.8
C -0.628 -2.811 4.218 2.0 -4.1 1.8
F 0.702 -2.676 4.922 -3.9 -0.5 -3.3
F -1.120 -4.179 4.640 2.2 4.5 -1.9
S -1.777 -1.589 5.012 -3.6 1.7 4.7
F -2.926 -1.609 3.750 3.3 -0.1 2.4
F -0.953 -0.207 4.440 -1.6 -3.2 0.7
F -0.737 -1.629 6.418 -2.4 0.6 -2.8
F -2.646 -2.904 5.772 1.5 3.2 -1.6
F -2.831 -0.526 5.863 2.4 -2.1 -1.9
N 6.032 -0.669 1.630 0.0 -1.3 2.2
C 6.968 0.420 2.198 2.0 0.1 1.3
C 7.634 -0.497 3.434 -1.4 0.7 -1.7
C 8.697 -1.405 2.603 1.0 -1.1 -0.2
C 8.797 -2.984 2.993 1.2 -1.1 -0.3
C 9.838 -3.267 4.271 0.3 0.1 -1.3
F 10.717 -4.447 3.932 -2.2 2.4 0.8
B 8.586 0.267 4.535 0.4 1.4 1.4
O 9.396 -0.366 5.596 -3.3 0.7 -1.0
C 8.636 1.931 4.446 -0.6 -0.1 1.0
C 9.713 2.499 3.336 -1.0 -0.4 0.0
H 3.732 -3.612 5.797 1.8 1.1 1.3
H 4.601 -2.259 6.946 0.1 -1.9 -1.4
H 4.925 -4.100 7.170 -0.4 1.9 -1.9
H 6.793 -3.957 5.778 -1.6 1.8 -1.3
H 5.625 -3.823 4.319 0.9 1.5 1.3
H 4.507 -0.595 5.549 1.9 0.7 -2.1
H 5.711 0.811 5.210 -0.3 -2.1 -0.9
H 3.236 0.781 4.249 1.6 -0.7 -0.8
H 4.532 1.467 3.475 -0.8 -1.1 0.1
H 4.799 -2.630 0.654 0.0 -0.5 2.7
H 5.664 -3.845 1.798 -1.5 2.2 0.2
H 3.574 -3.167 3.669 -0.2 -0.7 -2.6
H 3.534 -4.608 2.402 -0.4 2.4 0.1
H 5.706 -0.609 0.625 0.3 -0.5 1.7
H 6.476 1.438 2.493 0.4 -2.3 -0.5
H 7.918 0.716 1.567 -2.4 -0.8 0.4
H 9.778 -0.939 2.806 -2.2 -1.0 -0.5
H 8.581 -1.355 1.416 -0.1 0.1 2.7
H 7.758 -3.533 3.131 2.0 1.3 -0.1
H 9.317 -3.532 2.069 -1.1 1.2 2.0
H 10.563 -2.341 4.294 -1.4 -2.1 0.4
H 9.282 -3.475 5.279 1.3 0.3 -2.0
H 8.748 -0.506 6.361 1.4 0.0 -1.3
H 7.530 2.297 4.215 2.3 -0.5 0.4
H 8.871 2.308 5.553 -0.3 -0.6 -2.5
H 9.095 2.979 2.441 1.6 -0.8 2.0
H 10.406 3.270 3.882 -1.2 -1.6 -1.5
H 10.274 1.559 2.904 -0.6 2.2 0.8
O -6.214 2.423 -0.479 -3.4 -2.1 2.6
P -6.003 0.891 -0.398 7.6 1.0 -5.9
O -4.460 1.015 0.187 -0.2 0.2 1.0
C -4.315 1.276 1.573 0.2 -0.1 0.3
C -4.688 0.064 2.408 -0.1 0.0 0.1
O -5.664 0.767 -2.024 -1.2 -0.7 0.7
C -6.180 1.700 -2.963 0.1 0.5 -0.5
C -5.149 2.779 -3.250 0.2 0.2 0.0
O -5.768 -0.821 -0.307 -2.8 1.2 2.0
C -5.058 -1.591 -1.271 0.1 -0.5 -1.0
C -3.585 -1.241 -1.415 0.1 0.5 0.1
H -4.920 2.142 1.856 0.1 0.1 0.0
H -3.265 1.530 1.749 -0.1 0.0 -0.2
H -5.756 -0.160 2.318 0.0 0.0 0.1
H -4.465 0.240 3.467 -0.1 0.0 -0.2
H -4.142 -0.824 2.075 -0.2 0.3 -0.1
H -7.132 2.119 -2.625 0.3 0.0 0.0
H -6.391 1.153 -3.887 0.1 -0.1 0.1
H -4.770 3.241 -2.332 -0.3 -0.1 0.0
H -5.573 3.562 -3.884 0.0 -0.2 0.0
H -4.280 2.348 -3.758 -0.1 0.0 0.0
H -5.576 -1.562 -2.234 0.2 0.1 0.1
H -5.121 -2.631 -0.930 -0.2 0.2 0.3
H -3.437 -0.239 -1.830 -0.1 -0.2 0.1
H -3.091 -1.948 -2.089 -0.2 -0.1 0.1
H -3.080 -1.268 -0.445 -0.1 -0.1 -0.1
O -6.944 3.203 -6.407 -0.2 4.6 1.1
P -7.272 4.045 -7.665 -0.1 -8.0 -5.3
O -8.648 3.197 -8.019 -0.4 0.5 0.7
C -9.816 3.529 -7.287 -0.6 0.0 0.0
C -10.368 4.881 -7.707 -0.2 0.1 0.0
O -6.189 3.205 -8.612 0.4 1.4 0.3
C -5.049 2.570 -8.051 0.2 -0.5 0.1
C -5.339 1.100 -7.799 -0.2 -0.2 0.0
O -7.638 4.985 -9.070 0.3 2.0 3.2
C -7.363 4.581 -10.407 0.7 -0.2 -1.0
C -8.095 3.330 -10.864 -0.1 -0.3 0.4
H -9.603 3.515 -6.215 0.0 -0.1 0.0
H -10.561 2.754 -7.490 0.2 0.0 0.0
H -9.679 5.686 -7.435 -0.1 0.0 0.0
H -11.329 5.075 -7.218 0.2 0.0 0.0
H -10.508 4.926 -8.792 0.0 0.0 0.2
H -4.713 3.084 -7.146 -0.2 -0.2 -0.1
H -4.235 2.654 -8.778 -0.2 0.1 -0.1
H -6.255 0.954 -7.217 0.2 0.2 0.0
H -4.510 0.625 -7.266 0.0 0.0 -0.1
H -5.491 0.575 -8.748 0.1 0.1 0.1
H -6.282 4.496 -10.561 -0.2 -0.1 0.1
H -7.690 5.410 -11.044 -0.1 0.2 0.4
H -7.763 2.437 -10.326 0.0 0.2 -0.1
H -7.916 3.154 -11.930 0.0 0.2 0.1
H -9.173 3.426 -10.700 0.1 0.0 -0.1
```
Forces are in eV/Å.